{
  "formula": "C86H216N14O30",
  "method": "ωB97M-V/def2-TZVPD",
  "symbols": ["C", "C", "O", "O", "H", "H", "H", "H", "H", "H", "C", "O", "C", "C", "N", "C", "C", "O", "C", "H", "H", "H", "H", "H", "H", "H", "H", "H", "H", "H", "H", "H", "H", "H", "C", "O", "C", "C", "N", "C", "C", "O", "C", "H", "H", "H", "H", "H", "H", "H", "H", "H", "H", "H", "H", "H", "H", "H", "C", "O", "C", "C", "N", "C", "C", "O", "C", "H", "H", "H", "H", "H", "H", "H", "H", "H", "H", "H", "H", "H", "H", "H", "C", "O", "C", "C", "N", "C", "C", "O", "C", "H", "H", "H", "H", "H", "H", "H", "H", "H", "H", "H", "H", "H", "H", "H", "C", "O", "C", "C", "N", "C", "C", "O", "C", "H", "H", "H", "H", "H", "H", "H", "H", "H", "H", "H", "H", "H", "H", "H", "C", "O", "C", "C", "N", "C", "C", "O", "C", "H", "H", "H", "H", "H", "H", "H", "H", "H", "H", "H", "H", "H", "H", "H", "C", "O", "C", "C", "N", "C", "C", "O", "C", "H", "H", "H", "H", "H", "H", "H", "H", "H", "H", "H", "H", "H", "H", "H", "C", "O", "C", "C", "N", "C", "C", "O", "C", "H", "H", "H", "H", "H", "H", "H", "H", "H", "H", "H", "H", "H", "H", "H", "C", "O", "C", "C", "N", "C", "C", "O", "C", "H", "H", "H", "H", "H", "H", "H", "H", "H", "H", "H", "H", "H", "H", "H", "C", "O", "C", "C", "N", "C", "C", "O", "C", "H", "H", "H", "H", "H", "H", "H", "H", "H", "H", "H", "H", "H", "H", "H", "C", "O", "C", "C", "N", "C", "C", "O", "C", "H", "H", "H", "H", "H", "H", "H", "H", "H", "H", "H", "H", "H", "H", "H", "C", "O", "C", "C", "N", "C", "C", "O", "C", "H", "H", "H", "H", "H", "H", "H", "H", "H", "H", "H", "H", "H", "H", "H", "C", "O", "C", "C", "N", "C", "C", "O", "C", "H", "H", "H", "H", "H", "H", "H", "H", "H", "H", "H", "H", "H", "H", "H", "C", "O", "C", "C", "N", "C", "C", "O", "C", "H", "H", "H", "H", "H", "H", "H", "H", "H", "H", "H", "H", "H", "H", "H"],
  "xyz": [[20.057582, 20.860144, 21.348620], [20.218465, 20.251178, 19.983207], [19.146572, 20.532605, 19.104172], [19.867486, 22.266221, 21.214346], [20.970484, 20.658117, 21.939495], [19.257176, 20.367142, 21.872550], [20.315964, 19.156993, 19.967698], [21.170640, 20.592298, 19.544153], [19.226520, 21.405480, 18.720396], [19.826384, 22.639816, 22.112117], [21.298791, 13.903574, 19.545229], [22.144602, 14.906167, 19.994096], [21.460834, 15.878368, 20.712602], [22.381398, 17.023820, 20.991423], [22.896526, 17.639563, 19.789227], [23.743723, 18.767924, 19.997974], [24.182473, 19.371139, 18.643309], [24.762177, 20.647074, 18.922598], [25.138105, 21.305505, 17.736863], [20.672962, 14.336313, 18.755299], [20.673227, 13.449630, 20.320706], [21.885844, 13.098694, 19.067861], [21.072307, 15.462319, 21.637579], [20.567392, 16.260117, 20.202990], [23.215951, 16.634479, 21.577593], [21.884572, 17.756518, 21.600317], [23.357873, 16.956843, 19.199191], [24.630279, 18.520885, 20.620733], [23.208121, 19.512038, 20.591739], [23.332807, 19.485384, 17.974053], [24.914422, 18.741787, 18.112490], [24.215392, 21.570520, 17.226013], [25.783767, 20.670158, 17.114872], [25.644611, 22.248332, 17.965231], [22.714150, 20.773616, 26.178943], [21.588975, 21.602679, 25.941230], [21.896210, 22.526312, 24.982982], [20.705143, 23.423025, 24.813950], [19.600777, 22.737384, 24.131133], [18.330683, 23.448080, 24.202043], [17.191088, 22.759617, 23.500759], [16.936526, 21.549067, 24.115179], [16.025259, 20.702282, 23.484840], [23.612936, 21.327971, 26.424227], [22.887312, 20.120917, 25.291018], [22.475136, 20.103291, 26.995414], [22.166098, 22.076117, 24.015187], [22.794907, 23.075054, 25.330066], [20.966425, 24.303937, 24.212881], [20.445206, 23.839003, 25.800733], [19.426722, 21.880763, 24.626578], [18.518306, 24.432783, 23.772533], [18.003987, 23.577525, 25.242379], [17.359000, 22.656708, 22.414940], [16.296247, 23.405759, 23.562769], [16.397852, 20.333195, 22.520210], [15.053031, 21.230242, 23.408126], [15.779899, 19.865501, 24.143563], [25.605426, 24.641764, 32.482930], [25.107413, 24.533357, 31.181368], [25.802923, 23.479420, 30.513365], [25.402710, 23.570054, 29.048256], [25.657575, 24.924325, 28.440864], [25.369323, 24.964142, 27.023533], [25.887948, 26.239311, 26.403477], [25.255063, 27.322020, 27.044205], [25.767567, 28.574615, 26.634685], [25.136009, 25.457619, 33.000505], [26.699360, 24.785158, 32.506478], [25.396989, 23.707491, 33.001808], [25.533450, 22.518813, 30.905668], [26.876973, 23.608122, 30.639379], [24.318276, 23.348625, 28.930647], [26.035459, 22.892099, 28.449279], [25.110909, 25.655421, 28.901315], [24.290741, 24.869222, 26.743511], [25.858205, 24.162730, 26.460986], [25.630701, 26.265170, 25.328762], [26.988666, 26.267136, 26.408047], [26.816493, 28.520115, 26.946320], [25.365713, 29.383161, 27.220773], [25.684978, 28.798699, 25.555039], [22.861099, 27.678166, 23.899927], [21.992829, 27.827223, 22.877445], [20.997729, 26.778838, 22.746331], [20.129491, 27.066522, 21.550801], [19.625256, 28.422589, 21.559091], [18.742949, 28.827787, 20.474675], [18.149633, 30.175577, 20.632413], [19.151813, 31.196034, 20.661043], [19.821147, 31.405885, 19.443897], [23.130191, 26.660395, 24.165536], [22.391263, 28.103811, 24.786680], [23.748823, 28.261738, 23.721465], [20.343049, 26.754848, 23.637438], [21.479231, 25.812705, 22.637927], [19.330702, 26.312020, 21.626544], [20.696780, 26.744484, 20.644043], [20.397074, 29.088341, 21.567405], [17.898216, 28.137109, 20.431402], [19.218808, 28.713277, 19.482249], [17.630053, 30.275641, 21.582834], [17.424503, 30.393701, 19.819083], [19.093500, 31.559317, 18.640550], [20.439367, 30.553962, 19.156150], [20.469893, 32.255834, 19.541478], [23.377493, 22.799797, 21.301525], [24.554880, 23.573731, 21.236417], [25.010148, 23.953039, 22.528406], [26.513261, 24.215712, 22.353759], [27.254376, 23.006573, 21.956295], [28.652176, 23.220982, 21.674747], [28.933402, 23.732632, 20.278260], [28.573377, 22.683410, 19.373685], [28.810616, 23.112876, 18.064397], [22.629358, 23.392316, 21.863167], [23.566110, 21.859130, 21.816444], [23.004468, 22.619970, 20.289440], [24.871087, 23.150746, 23.251706], [24.446005, 24.824132, 22.855765], [26.915468, 24.498876, 23.333043], [26.693796, 25.040529, 21.679087], [26.819181, 22.803847, 21.079586], [29.254358, 22.325862, 21.837788], [29.052637, 23.917230, 22.440296], [30.022393, 23.860441, 20.192568], [28.474205, 24.686098, 19.992914], [28.665478, 22.243799, 17.405413], [29.837889, 23.531941, 17.913326], [28.150470, 23.925032, 17.777058], [29.315696, 22.813229, 28.027551], [29.432500, 21.686378, 27.210998], [29.166400, 21.945639, 25.825608], [30.127449, 23.008425, 25.352926], [31.543837, 22.669759, 25.650522], [32.459233, 22.871875, 24.499363], [33.701509, 22.005840, 24.577820], [34.703977, 22.700405, 23.852369], [34.954971, 22.229665, 22.539950], [29.103449, 22.444726, 29.036790], [28.525470, 23.500932, 27.729525], [30.304585, 23.270090, 28.109244], [28.160845, 22.369634, 25.750992], [29.189342, 21.021835, 25.236721], [29.892507, 23.953745, 25.854744], [29.928264, 23.321377, 24.310400], [31.543343, 21.750859, 26.072903], [32.665001, 23.947297, 24.391212], [31.866245, 22.666582, 23.583734], [33.526950, 20.979415, 24.293100], [33.910871, 22.012507, 25.645300], [34.022226, 22.364381, 21.924689], [35.147441, 21.147959, 22.545342], [35.781014, 22.779676, 22.029564], [31.536935, 17.486723, 13.717773], [31.087255, 18.779912, 14.130520], [31.469422, 19.100602, 15.452466], [30.853837, 20.475363, 15.765603], [31.387172, 21.484091, 14.911081], [31.137334, 22.854797, 15.292488], [31.764592, 23.774538, 14.267761], [31.042659, 23.627243, 13.026542], [31.469792, 24.454012, 12.001386], [31.228195, 17.248719, 12.712845], [31.194856, 16.700506, 14.402728], [32.618026, 17.471989, 13.714685], [32.553278, 19.140145, 15.584495], [31.137113, 18.327178, 16.165831], [31.077518, 20.697330, 16.814364], [29.750452, 20.501843, 15.725494], [31.003654, 21.374214, 13.970389], [31.664000, 23.063919, 16.239359], [30.080162, 23.108898, 15.431806], [32.832664, 23.489939, 14.145926], [31.740720, 24.831549, 14.592014], [30.787314, 24.410134, 11.180963], [32.424339, 24.115677, 11.570240], [31.559986, 25.495005, 12.344147], [23.587742, 24.123176, 17.843519], [24.160614, 24.257730, 16.619825], [25.120548, 25.327401, 16.617126], [25.951295, 25.236989, 15.341068], [26.651743, 23.933584, 15.122459], [27.284355, 23.833111, 13.818844], [27.732067, 22.431563, 13.566034], [26.708012, 21.538255, 13.613820], [27.168611, 20.183048, 13.445995], [22.974484, 25.013880, 18.051390], [24.342626, 24.088469, 18.652348], [22.985939, 23.208533, 17.875287], [25.700081, 25.287950, 17.547807], [24.647300, 26.307583, 16.667536], [26.675868, 26.029611, 15.340469], [25.300272, 25.426196, 14.499153], [25.919479, 23.241821, 15.042433], [28.161264, 24.458426, 13.718941], [26.544396, 23.994154, 13.010194], [28.486810, 22.159989, 14.292713], [28.168178, 22.464554, 12.550926], [27.625630, 19.887926, 14.384130], [27.837677, 19.985091, 12.612500], [26.254997, 19.598237, 13.370107], [28.104300, 18.362175, 17.071903], [28.945707, 18.789821, 18.195188], [28.138497, 19.301861, 19.247332], [29.099684, 19.643734, 20.360227], [29.965218, 18.494392, 20.736767], [30.915702, 18.775608, 21.813361], [30.174184, 18.744540, 23.107275], [30.994665, 19.146877, 24.155228], [31.932558, 18.161262, 24.572554], [27.348521, 19.127244, 16.764707], [27.635393, 17.353668, 17.249428], [28.787651, 18.212534, 16.223464], [27.478089, 18.483828, 19.542249], [27.512044, 20.120637, 18.915680], [28.568347, 20.053227, 21.223023], [29.716185, 20.454265, 19.901977], [30.377849, 18.206952, 19.854271], [31.460270, 19.724729, 21.751600], [31.647650, 17.992622, 21.718719], [29.633881, 17.808844, 23.289354], [29.403848, 19.510148, 23.047500], [32.483439, 18.604273, 25.371844], [32.631960, 17.958393, 23.759490], [31.478473, 17.197834, 24.822476], [19.648542, 24.150171, 18.175724], [18.989309, 22.956343, 17.746365], [18.289298, 22.977525, 16.521922], [17.733008, 21.585301, 16.316273], [16.894626, 21.560763, 15.142863], [16.608425, 20.192807, 14.702881], [15.549901, 20.200227, 13.633248], [14.379166, 20.854395, 14.143045], [13.385779, 21.059316, 13.123296], [20.546269, 24.322383, 17.543681], [19.989055, 23.935082, 19.195208], [19.121700, 25.104443, 18.109363], [18.958835, 23.289035, 15.711218], [17.499681, 23.723628, 16.538093], [17.157066, 21.356555, 17.228562], [18.600461, 20.936728, 16.208592], [16.008918, 21.980294, 15.370998], [16.236751, 19.590585, 15.566641], [17.559273, 19.825016, 14.293709], [15.298996, 19.202581, 13.244061], [15.858654, 20.722734, 12.699290], [13.767253, 21.512572, 12.191530], [12.625538, 21.681500, 13.575627], [12.921523, 20.103817, 12.831572], [32.657109, 24.774190, 18.860430], [32.185349, 25.497231, 19.942371], [32.797583, 25.184062, 21.185151], [32.321709, 26.123819, 22.271999], [30.893181, 26.017299, 22.547806], [30.390377, 26.918078, 23.530683], [28.911901, 26.792279, 23.670166], [28.227248, 27.029749, 22.498021], [27.680803, 28.322141, 22.374893], [33.723181, 24.610427, 19.015945], [32.463165, 25.337789, 17.941814], [32.174325, 23.775296, 18.785295], [33.889478, 25.276575, 21.087712], [32.553251, 24.161046, 21.468316], [32.660566, 27.166878, 22.038622], [32.801274, 25.729389, 23.167237], [30.437560, 26.137356, 21.654508], [30.611864, 27.986707, 23.380576], [30.824841, 26.685605, 24.510925], [28.602624, 27.534450, 24.428169], [28.685452, 25.796726, 24.062992], [27.016084, 28.591688, 23.218273], [27.110424, 28.324632, 21.439729], [28.495067, 29.061965, 22.308351], [36.469527, 23.996154, 18.328567], [35.536695, 22.945543, 18.413291], [35.120127, 22.429045, 17.165050], [34.003736, 21.467862, 17.350120], [34.458703, 20.439242, 18.256807], [33.335615, 19.586588, 18.683421], [33.862111, 18.575484, 19.666805], [34.341542, 19.214332, 20.849998], [35.009612, 18.290223, 21.720161], [36.116046, 24.841818, 17.744865], [37.422120, 23.653234, 17.931142], [36.718844, 24.286026, 19.347376], [35.957603, 21.935798, 16.642569], [34.864765, 23.260401, 16.496374], [33.680550, 21.034786, 16.395789], [33.148275, 22.077836, 17.706150], [34.851939, 20.929818, 19.059024], [32.974117, 19.144776, 17.755964], [32.511466, 20.175535, 19.128218], [34.680426, 18.056714, 19.168784], [33.103241, 17.836097, 19.949512], [34.383059, 17.452973, 21.973012], [35.268283, 18.789867, 22.634200], [35.955545, 17.958428, 21.295256], [30.196098, 27.181674, 14.829998], [29.949348, 26.675768, 16.136285], [30.551959, 27.443759, 17.168692], [29.907192, 27.139277, 18.498138], [28.715356, 27.868592, 18.893322], [27.629569, 27.578219, 17.925957], [26.315448, 27.988914, 18.547503], [26.053288, 27.041895, 19.531542], [24.746082, 27.166818, 20.138208], [29.743617, 26.523055, 14.093536], [31.248542, 27.340363, 14.577432], [29.663624, 28.128727, 14.747430], [30.458887, 28.518224, 16.930963], [31.650978, 27.247481, 17.146176], [30.636406, 27.266899, 19.296236], [29.791631, 26.051638, 18.477073], [28.379620, 27.477373, 19.766061], [27.648060, 26.522841, 17.642680], [27.809993, 28.098172, 16.984172], [25.501110, 28.039890, 17.806845], [26.420120, 29.007569, 18.930818], [24.652766, 26.358119, 20.847053], [23.871148, 27.173502, 19.464336], [24.827755, 28.098532, 20.725100], [27.288416, 11.200901, 26.987031], [27.477357, 12.575052, 27.160878], [27.242464, 13.345057, 26.003772], [27.242173, 14.798424, 26.411071], [26.930533, 15.692924, 25.281782], [25.480684, 16.006142, 25.110554], [25.280210, 17.118334, 24.110170], [25.647619, 18.322898, 24.717070], [25.645094, 19.435523, 23.857570], [27.991093, 10.855719, 26.177136], [26.223099, 10.990452, 26.730424], [27.612478, 10.629026, 27.845024], [26.284697, 13.046221, 25.566453], [27.979045, 13.137049, 25.200246], [28.173626, 15.089371, 26.899434], [26.521298, 14.831825, 27.239136], [27.384385, 16.581712, 25.483775], [24.978961, 16.310499, 26.034515], [24.977869, 15.096135, 24.745079], [24.237022, 17.202242, 23.751483], [25.880293, 16.916399, 23.183626], [24.786209, 19.566600, 23.208963], [26.480970, 19.254601, 23.172274], [25.877491, 20.345797, 24.411821]],
  "atomic_forces_ev_per_a": [[0.75, 0.20, 0.14], [0.43, -0.03, -1.19], [-0.18, -0.81, 0.39], [0.03, -0.24, -0.15], [-0.08, -0.01, -0.15], [-0.76, 0.00, 0.31], [-0.08, 0.17, 0.60], [-0.09, 0.20, 0.05], [0.05, 0.65, -0.05], [0.00, -0.29, 0.18], [-0.19, -0.69, -1.26], [0.76, -0.13, 0.14], [-0.72, 0.70, 0.18], [1.11, -0.38, -0.12], [-0.85, -0.33, -0.72], [0.79, 0.34, -0.11], [0.27, 0.52, 1.02], [0.21, -0.59, 0.27], [-0.24, 0.22, 0.06], [-0.37, -0.25, 0.09], [0.03, 0.18, 0.15], [-0.05, 0.41, 0.36], [0.07, -0.17, 0.52], [0.06, -0.12, -0.52], [0.21, -0.12, 0.45], [-0.38, 0.50, 0.24], [-0.13, -0.14, 0.16], [0.04, 0.09, -0.30], [-0.15, 0.24, -0.26], [-0.39, 0.03, -0.03], [0.00, -0.09, 0.22], [0.06, -0.05, -0.68], [-0.11, 0.16, -0.05], [0.11, -0.32, 0.17], [-0.70, -1.17, -0.58], [0.23, -1.39, 1.04], [0.59, 1.21, -0.79], [-0.29, 0.97, -0.33], [0.00, -0.17, 0.18], [0.24, 0.49, 0.33], [-0.56, 0.86, -1.24], [0.80, -0.94, 1.04], [-1.10, 0.26, 0.09], [0.21, 0.33, -0.03], [0.18, 0.48, 0.38], [-0.08, 0.03, 0.24], [-0.07, -0.20, 0.02], [-0.29, 0.31, -0.31], [0.12, -0.20, -0.02], [-0.23, -0.27, -0.01], [0.21, -0.70, 0.06], [-0.38, 0.18, -0.07], [0.14, 0.20, 0.10], [0.32, -0.25, 0.17], [0.11, 0.04, 0.16], [-0.21, 0.16, 0.05], [0.30, -0.13, -0.59], [0.54, -0.02, -0.01], [0.42, -0.46, 0.27], [0.47, -0.30, -0.28], [-0.51, 1.43, -1.08], [-0.03, 1.15, -0.95], [0.03, -0.82, 0.59], [-0.34, 0.05, -0.64], [-0.35, 0.02, -0.72], [-0.43, 0.40, -0.17], [1.26, -0.60, 0.38], [-0.32, 0.37, 0.10], [-0.21, 0.09, -0.14], [-0.02, -0.12, 0.44], [-0.30, -0.70, 0.39], [0.23, 0.13, -0.08], [0.54, -0.37, 0.11], [-0.51, -0.11, 0.30], [0.27, -0.44, 0.01], [0.29, 0.05, 0.42], [0.18, -0.27, 0.37], [-0.09, -0.13, 0.05], [-0.06, 0.29, 0.58], [0.34, 0.48, -0.56], [-0.71, 0.07, 0.15], [-0.11, -0.31, 0.32], [0.30, 0.37, 2.21], [-1.79, -1.02, -2.62], [0.21, 1.40, 0.75], [0.24, -0.72, -0.70], [0.06, 0.65, 0.02], [-0.10, -1.88, -0.54], [0.28, 1.37, -0.13], [-0.09, 0.12, 0.38], [-0.49, -0.68, -0.25], [0.15, -0.49, -0.28], [0.14, 0.00, 0.60], [0.47, 0.12, -0.26], [0.39, 0.13, 0.00], [0.24, -0.27, -0.05], [-0.23, 0.44, -0.13], [-0.19, 0.56, 0.09], [-0.04, -0.32, 0.35], [-0.08, -0.22, 0.10], [0.02, 0.18, 0.11], [0.00, -0.11, 0.08], [0.32, -0.21, 0.22], [0.05, 0.20, -0.13], [0.12, -0.17, 0.00], [0.13, 0.48, 0.14], [-0.36, 0.85, 0.10], [0.00, -0.29, -0.03], [1.17, -0.33, -1.14], [0.34, -0.16, 1.41], [-1.25, 0.05, 0.12], [0.42, 1.20, 0.82], [0.97, -0.85, 0.12], [-0.01, 0.72, 0.37], [0.58, -0.19, -0.73], [-0.12, -0.44, -0.17], [-0.05, -0.25, 0.04], [0.15, -0.03, 0.20], [-0.09, -0.29, 0.09], [0.05, 0.37, 0.23], [-0.07, 0.28, 0.01], [-0.11, 0.47, -0.34], [-0.30, -0.96, -0.68], [-0.23, -0.34, -0.20], [-0.12, -0.01, -0.57], [0.03, 0.27, -0.01], [-0.37, -0.05, 0.19], [0.01, 0.38, 0.06], [-0.38, -0.51, 0.27], [-0.46, 0.11, -0.19], [0.63, -0.37, 1.01], [-0.53, -1.18, -0.98], [-0.06, 0.79, 0.56], [0.76, 0.83, -0.29], [-0.57, 0.51, -0.69], [-2.30, -0.50, -0.35], [-0.55, 1.84, 0.35], [1.16, -0.33, 0.05], [-1.21, -0.19, -0.66], [-0.23, 0.02, -0.10], [0.00, 0.19, -0.13], [-0.18, 0.65, -0.20], [-0.29, -0.06, -0.14], [0.34, 0.03, 0.44], [-0.08, -0.06, 0.37], [0.40, -0.77, 0.02], [0.37, -0.20, -0.34], [0.52, -0.36, 0.47], [0.38, -0.22, -0.02], [0.02, -0.35, -0.55], [0.83, -0.09, 0.13], [0.76, -0.09, 0.22], [0.24, 0.22, -0.09], [-0.56, -0.31, 0.82], [0.19, 0.45, 0.78], [-0.02, -0.81, -0.41], [-0.85, 0.40, 0.13], [-0.31, -0.57, 0.85], [0.41, 0.43, -1.14], [0.62, 0.39, 0.35], [0.09, 0.16, -0.63], [-0.17, -0.48, 1.19], [1.10, 0.39, -0.09], [-0.47, 0.28, -0.27], [-0.12, 0.10, -0.03], [0.54, -0.07, 0.08], [0.24, 0.20, -0.38], [-0.29, 0.17, -0.11], [0.19, 0.12, -0.01], [0.07, -0.63, -0.01], [0.29, -0.21, 0.21], [-0.27, -0.10, -0.08], [-0.10, 0.03, 0.01], [-0.46, 0.06, -0.15], [-0.17, -0.30, -0.05], [-0.82, -0.04, -0.35], [0.15, 0.18, 0.30], [0.08, -0.05, -0.14], [-0.61, 0.27, 1.84], [1.44, 0.65, -1.72], [0.22, -0.93, -0.22], [0.20, -1.06, 0.05], [-0.53, 0.82, 0.50], [-1.01, -0.25, -0.14], [1.70, 0.82, -0.64], [-1.13, -1.66, -0.56], [-1.25, 0.55, 1.04], [-0.33, -0.20, 0.22], [-0.19, -0.19, -0.12], [-0.03, 0.29, -0.01], [0.31, -0.34, -0.18], [-0.48, 0.15, -0.26], [0.56, 0.44, 0.13], [-0.49, 0.18, -0.43], [-0.26, -0.26, 0.59], [0.07, 0.45, -0.04], [0.25, 0.68, 0.03], [0.60, -0.16, 0.24], [0.31, -0.28, 0.22], [0.55, -0.20, 0.12], [0.05, 0.40, -0.21], [0.05, -0.15, -0.31], [0.90, -0.31, 0.28], [-1.27, -0.13, -1.89], [0.24, -1.43, 0.46], [0.86, 0.59, -0.41], [-1.11, 0.86, -0.57], [-0.40, -0.50, -1.43], [-0.59, 0.45, 0.03], [0.41, -0.30, 1.31], [-0.27, 0.23, -1.23], [0.49, -0.52, 0.53], [0.14, 1.05, 0.21], [-0.16, 0.16, 0.21], [-0.30, -0.09, 0.32], [0.07, 0.54, 0.04], [0.02, -0.07, -0.12], [-0.16, -0.13, 0.63], [0.34, -0.14, 0.42], [-0.07, 0.22, -0.21], [0.49, -0.40, 0.34], [0.34, -0.24, 0.01], [-0.22, 0.12, 0.07], [0.27, 0.01, 0.77], [0.22, -0.04, -0.08], [-0.22, 0.18, 0.32], [1.24, -0.55, -0.63], [-0.06, 0.74, 0.65], [0.48, 0.48, -0.16], [-0.05, 0.80, 0.37], [-0.05, -0.36, -0.56], [0.03, 0.40, 0.38], [-0.63, 0.43, -1.17], [0.01, -0.09, -0.96], [0.34, -0.64, 0.38], [-0.24, -0.23, 0.23], [-0.21, 0.23, -0.17], [-0.81, -0.34, 0.13], [0.07, -0.25, -0.11], [-0.40, 0.19, 0.18], [0.39, -0.43, -0.06], [-0.22, -0.41, 0.05], [-0.27, 0.28, -0.01], [0.41, -0.05, -0.54], [-0.39, -0.46, 0.19], [-0.01, -0.19, 0.56], [0.24, 0.15, 0.66], [0.18, 0.08, 0.50], [-0.13, 0.21, -0.06], [0.12, 0.09, 0.13], [0.23, -0.83, -0.15], [-0.66, 0.96, 0.91], [-0.23, 0.15, -0.35], [0.09, 0.01, 0.27], [0.69, -0.48, -1.20], [0.40, 0.60, 0.58], [-0.04, 0.28, 1.63], [-0.82, -0.30, -1.04], [0.19, 0.32, -0.20], [0.25, -0.14, -0.49], [0.06, -0.13, 0.14], [0.13, 0.36, 0.02], [-0.07, -0.07, 0.04], [-0.01, -0.30, 0.05], [-0.20, -0.58, 0.29], [0.49, 0.51, 0.19], [-0.55, 0.13, -0.02], [0.29, 0.04, -0.41], [0.08, -0.12, -0.07], [-0.06, -0.30, 0.05], [-0.25, -0.09, -0.22], [0.22, -0.23, -0.21], [0.10, 0.11, 0.24], [-0.31, 0.03, 0.00], [0.45, -0.55, 0.44], [-0.29, -0.01, 0.17], [1.27, 0.65, -1.23], [-0.42, 0.33, 0.04], [-0.71, 0.07, 0.43], [0.65, 0.95, 0.22], [0.00, -0.40, 0.19], [0.13, -0.34, 0.14], [0.01, 0.79, -0.76], [-0.21, 0.18, -0.08], [0.14, -0.15, -0.49], [-0.35, 0.27, 0.08], [0.07, -0.08, 0.35], [-0.40, 0.09, 0.05], [0.20, 0.12, 0.02], [-0.05, -0.45, 0.26], [-0.06, -0.36, 0.04], [-0.23, -0.49, 0.26], [0.07, -0.12, -0.04], [0.24, -0.22, 0.03], [-0.09, 0.00, -0.10], [-0.37, -0.56, -0.05], [-0.09, 0.52, 0.44], [0.01, -0.26, -0.31], [-0.66, 0.29, 0.49], [0.15, -0.36, -0.43], [0.42, 1.04, -0.68], [1.08, -0.71, 0.88], [-0.58, -0.28, -1.45], [0.38, 0.47, 0.08], [0.07, 0.13, -1.06], [-1.42, -0.80, 0.50], [1.28, 0.88, 0.49], [0.07, -0.35, 0.12], [0.12, -0.12, 0.26], [0.13, 0.39, -0.19], [-0.13, -0.09, 0.05], [-0.60, -0.04, 0.40], [0.25, 0.26, -0.10], [-0.49, -0.33, 0.03], [0.27, -0.04, 0.25], [-0.32, -0.24, 0.15], [0.02, 0.34, 0.08], [0.12, -0.20, 0.02], [0.00, 0.12, 0.39], [-0.05, -0.39, 0.03], [0.62, 0.06, -0.11], [-0.76, -0.10, -0.17], [0.41, -0.28, -1.62], [0.22, 0.30, 0.67], [0.40, -0.55, -0.60], [-0.69, 0.06, 0.19], [-0.51, 0.56, 0.63], [0.39, -0.77, -0.25], [0.01, -0.20, -1.18], [-0.39, 0.49, 0.78], [1.61, -0.33, -0.60], [-0.89, 0.05, 0.26], [0.69, -0.14, 0.08], [-0.23, 0.28, 0.58], [-0.30, 0.21, 0.01], [0.03, 0.08, 0.44], [0.25, -0.14, -0.43], [-0.28, 0.40, -0.10], [-0.05, -0.13, -0.19], [0.13, -0.07, 0.24], [0.12, 0.27, 0.08], [0.09, -0.27, 0.31], [-0.11, 0.19, 0.61], [-0.73, -0.14, 0.24], [0.11, 0.42, -0.31], [-0.25, -0.17, 0.12]],
  "e_lumo_ev": 0.539,
  "gap_ha": 0.3223,
  "energy_ev": -174952.3674
}